Entry 1:
Here is a cluster of 12 separate species, C32H68F6N8O13P in total from the Open Molecules 2025 dataset. Energies are from the ωB97M-V functional and the def2-TZVPD basis.

Cartesian coordinates (Å):
P: 1.5168 0.2005 -0.4770
F: 0.7918 -0.8460 0.5155
F: 0.0057 0.6419 -0.9865
F: 1.5502 1.3804 0.6974
F: 2.1033 1.2363 -1.5282
F: 3.0636 -0.2477 0.0483
F: 1.4627 -0.8877 -1.6472
O: 1.5942 -4.5912 -2.7914
C: 0.8291 -4.5387 -1.8080
N: 0.5069 -3.3596 -1.2761
C: 0.1680 -5.7978 -1.4185
H: -0.4431 -3.2028 -0.9714
H: 1.0846 -2.5420 -1.4098
H: 0.5834 -6.7007 -1.8661
H: -0.8759 -5.8381 -1.7296
H: 0.2183 -6.0129 -0.3511
O: -2.2182 -2.9742 -2.4649
C: -2.4291 -2.1959 -3.4297
N: -3.5327 -2.2454 -4.1629
C: -1.4065 -1.2220 -3.9361
H: -3.6147 -1.6027 -4.9377
H: -4.2551 -2.8905 -3.8765
H: -1.9886 -0.3159 -4.1038
H: -1.0653 -1.4945 -4.9349
H: -0.5610 -0.8920 -3.3325
O: 4.6402 1.6186 -5.5333
C: 3.8930 1.2777 -4.6057
N: 3.6869 2.0970 -3.6112
C: 3.1818 -0.0616 -4.5370
H: 4.0012 3.0528 -3.6990
H: 2.9673 1.8508 -2.9467
H: 3.2173 -0.4768 -3.5298
H: 3.6277 -0.7054 -5.2951
H: 2.1425 0.0205 -4.8552
O: 4.3138 3.4680 2.4708
C: 4.7162 2.4786 3.0449
N: 5.3643 2.5474 4.1679
C: 4.2512 1.0844 2.5878
H: 5.6763 1.7669 4.7279
H: 5.5689 3.4975 4.4427
H: 4.8005 0.8928 1.6660
H: 3.1864 1.1055 2.3558
H: 4.5306 0.2413 3.2196
O: 0.1838 1.4567 -6.0019
C: -0.3064 2.3279 -5.2829
N: -1.4451 2.9756 -5.6624
C: 0.2995 2.6483 -3.9647
H: -1.8607 2.8121 -6.5683
H: -1.9935 3.4524 -4.9610
H: 1.1455 3.3290 -4.0603
H: 0.5449 1.7467 -3.4034
H: -0.3653 3.2285 -3.3248
O: 3.2400 4.9181 -2.2967
C: 3.6318 4.6713 -1.1729
N: 3.3738 3.5614 -0.5352
C: 4.4334 5.6395 -0.3779
H: 2.8818 2.8155 -1.0061
H: 3.8114 3.4047 0.3614
H: 3.8185 6.3054 0.2276
H: 5.0098 6.2833 -1.0422
H: 5.1276 4.9849 0.1490
O: -2.5349 1.2113 3.9585
C: -1.4713 1.0505 3.3828
N: -1.4224 0.7277 2.0980
C: -0.2426 1.0547 4.1790
H: -0.5002 0.6388 1.6958
H: -2.2609 0.7460 1.5352
H: -0.2896 1.7633 5.0060
H: 0.6592 1.3253 3.6299
H: -0.0420 0.0449 4.5371
C: -3.4906 -2.2145 5.1548
C: -3.0819 -3.6168 4.5286
N: -3.0460 -3.7070 3.0229
C: -4.3992 -3.7833 2.4046
C: -5.0281 -5.2224 2.7358
C: -2.3120 -2.5474 2.3818
C: -1.9800 -2.7078 0.9123
H: -2.7704 -1.4632 4.8309
H: -3.4241 -2.2264 6.2427
H: -4.5379 -2.0353 4.9116
H: -2.0339 -3.7123 4.8125
H: -3.6041 -4.5052 4.8837
H: -5.1872 -3.0720 2.6522
H: -4.4750 -3.7559 1.3175
H: -5.0114 -5.4519 3.8013
H: -6.0255 -5.0880 2.3173
H: -4.8108 -6.1187 2.1547
H: -1.3511 -2.4801 2.8919
H: -2.7898 -1.5822 2.5499
H: -1.3186 -1.8967 0.6077
H: -2.8623 -2.5914 0.2830
H: -1.4208 -3.6195 0.7019
O: -4.9785 -0.6044 0.4167
C: -4.5633 0.2390 -0.3623
O: -3.4428 0.9807 -0.2395
C: -3.2487 1.9775 -1.1968
C: -3.9960 1.4313 -2.3489
C: -5.1486 0.5991 -1.7421
H: -2.2073 2.2332 -1.3926
H: -3.7996 2.8702 -0.9009
H: -3.2263 0.8443 -2.8499
H: -4.1278 2.2407 -3.0670
H: -5.3306 -0.2797 -2.3607
H: -6.0565 1.1656 -1.5346
O: -0.4260 7.3289 1.9442
C: -0.3802 6.1555 1.5070
O: -0.1340 5.0539 2.2996
C: 0.0227 3.9205 1.4674
C: -0.5668 4.3272 0.0938
C: -0.3755 5.8108 0.0327
H: -0.5451 3.1057 1.9167
H: 1.0308 3.5400 1.3023
H: -1.6205 4.0598 0.0135
H: -0.1199 3.7973 -0.7474
H: -1.2278 6.2280 -0.5036
H: 0.5930 6.0948 -0.3790
O: 4.6951 -2.6742 3.8289
C: 4.0245 -3.0022 2.8699
O: 4.6220 -3.3714 1.7178
C: 3.6890 -3.8475 0.8574
C: 2.5407 -4.2897 1.6838
C: 2.5796 -3.2328 2.7990
H: 4.1194 -4.6302 0.2328
H: 3.4490 -3.0522 0.1517
H: 2.7103 -5.3089 2.0309
H: 1.5957 -4.3485 1.1439
H: 2.3115 -3.6396 3.7741
H: 2.2187 -2.2653 2.4501

Its strongest force on any atom is 4.5 eV Å⁻¹. Its charge is -1. For the HOMO-LUMO gap, the calculation gives 8.088 eV. The total energy is -3617.2788 Eh. The HOMO energy is -6.44 eV.



Entry 2:
Here is a cluster of 14 separate species, C15H58O14 in total from the Open Molecules 2025 dataset. Energies are from the ωB97M-V functional and the def2-TZVPD basis.

Cartesian coordinates (Å):
C: -12.2641 -16.3302 14.3618
O: -11.8741 -15.5322 15.4370
H: -13.1085 -16.9269 14.7069
H: -12.5472 -15.5991 13.6045
H: -11.5154 -17.0413 14.0126
H: -12.4543 -14.7800 15.5755
C: -2.5412 -16.8512 25.4635
C: -1.4462 -16.9923 26.4565
O: -1.7979 -16.4500 27.7046
H: -3.4462 -17.4257 25.6607
H: -2.1188 -17.0736 24.4836
H: -2.8200 -15.8013 25.3739
H: -0.5850 -16.4040 26.1396
H: -1.2138 -18.0379 26.6586
H: -1.7909 -15.5093 27.5137
C: -11.6373 -9.1592 14.9362
C: -12.9267 -9.3160 15.6867
O: -13.5096 -10.5861 15.5160
H: -10.9519 -9.9070 15.3351
H: -11.2704 -8.1578 15.1615
H: -11.7348 -9.3065 13.8606
H: -13.5697 -8.5234 15.3041
H: -12.7452 -9.0280 16.7222
H: -14.4169 -10.6263 15.8273
C: -15.1823 -11.4480 21.5707
C: -16.5281 -10.9102 21.0419
O: -16.8689 -9.8121 21.9090
H: -15.3436 -11.7877 22.5938
H: -14.3554 -10.7425 21.6514
H: -14.8562 -12.2773 20.9430
H: -17.2969 -11.6753 21.1502
H: -16.4339 -10.6371 19.9909
H: -16.1646 -9.1703 21.7919
C: -10.5002 -15.5852 23.7200
C: -9.8830 -15.8739 25.1085
O: -10.6716 -15.2950 26.1210
H: -11.5368 -15.8877 23.5717
H: -9.9116 -15.9843 22.8939
H: -10.5186 -14.5077 23.5564
H: -8.8423 -15.5687 24.9989
H: -9.8056 -16.9456 25.2912
H: -10.8258 -14.4273 25.7403
C: -0.9033 -19.4654 16.7455
C: 0.1853 -20.4333 16.3620
O: 1.3529 -20.0907 17.0751
H: -1.0437 -19.4995 17.8259
H: -1.8454 -19.8497 16.3545
H: -0.6292 -18.4806 16.3671
H: 0.3673 -20.3872 15.2883
H: -0.1521 -21.4276 16.6544
H: 1.8924 -20.8820 17.0080
C: -7.1778 -11.8850 19.2163
C: -6.0979 -12.6868 19.9696
O: -5.4387 -13.4868 19.0300
H: -7.9617 -12.5217 18.8063
H: -6.7231 -11.2615 18.4465
H: -7.7484 -11.3076 19.9436
H: -6.5229 -13.3644 20.7101
H: -5.4173 -11.9687 20.4272
H: -4.4860 -13.3825 19.0859
C: -2.4510 -8.2504 17.1891
C: -1.7932 -7.5073 18.3937
O: -2.6002 -7.6760 19.5134
H: -2.3667 -9.3357 17.2461
H: -1.8846 -7.9384 16.3116
H: -3.4585 -7.8829 16.9940
H: -1.8463 -6.4440 18.1597
H: -0.7722 -7.8348 18.5892
H: -2.2083 -8.3276 20.0995
O: -0.3933 -13.1501 19.8795
H: -0.7308 -12.7983 20.7033
H: 0.4625 -12.7347 19.7739
O: -1.1355 -10.9586 24.0568
H: -1.4615 -11.0370 24.9534
H: -0.2866 -11.4007 24.0707
O: -7.2502 -5.9400 19.4971
H: -7.2818 -5.3910 18.7136
H: -6.3606 -6.2932 19.5070
O: -9.9562 -6.6566 22.9739
H: -9.6834 -5.9687 23.5809
H: -9.3720 -6.5587 22.2219
O: -7.7877 -17.2306 18.1023
H: -8.6435 -16.8963 17.8338
H: -7.2883 -16.4492 18.3393
O: 1.4632 -17.2228 20.9793
H: 1.5401 -17.8393 20.2511
H: 1.1550 -16.4115 20.5754

Its strongest force on any atom is 2.2 eV Å⁻¹. As for the energy above the lowest of the compared OMol25 structures with the same formula, charge and spin: 134.55 kcal per mole. For the HOMO-LUMO gap, the calculation gives 10.011 eV. The total energy is -1659.4664 Eh. The HOMO energy is -10.19 eV.



Entry 3:
Here is a cluster of 6 separate species, C38H35F5N3O2 in total from the Open Molecules 2025 dataset. Energies are from the ωB97M-V functional and the def2-TZVPD basis.

Cartesian coordinates (Å):
C: -2.0534 -1.6585 2.2539
C: -2.2222 -0.8401 0.8663
C: -3.2507 -1.5088 -0.1652
O: -3.5854 -1.0202 -1.2995
O: -3.8536 -2.6979 0.2542
N: -0.8542 -0.5505 0.3088
N: -0.6150 -1.1879 -0.9209
C: -0.7972 0.9225 0.1777
C: -0.2482 1.7470 1.3829
C: -0.2477 3.3136 1.2262
C: -0.8010 3.8712 -0.1039
N: -1.2850 3.1380 -1.2273
C: -1.2807 1.7255 -1.0518
H: -3.0487 -1.6121 2.8014
H: -1.2040 -1.1416 2.8396
H: -1.7333 -2.7160 1.9563
H: -2.6896 0.1738 1.1719
H: 0.3531 -1.0058 -1.2595
H: -0.6347 -2.2117 -0.7549
H: 0.1349 1.2509 2.3437
H: 0.1088 3.9809 2.0834
H: -0.8234 5.0198 -0.1976
H: -1.6860 1.0993 -1.9308
F: 1.3708 -1.8964 -2.4984
C: 2.5834 -1.4086 -2.8034
C: 3.5777 -2.2746 -3.2298
C: 4.8330 -1.7691 -3.5508
C: 5.0825 -0.4038 -3.4314
C: 4.0772 0.4562 -2.9972
C: 2.8184 -0.0476 -2.6866
H: 3.3673 -3.3351 -3.3086
H: 5.6160 -2.4375 -3.8929
H: 6.0636 -0.0103 -3.6779
H: 4.2741 1.5186 -2.9008
H: 2.0212 0.6085 -2.3555
F: -5.9262 3.6759 -6.2648
C: -5.3089 3.3826 -5.1042
C: -5.1626 2.0569 -4.7266
C: -4.5202 1.7540 -3.5294
C: -4.0416 2.7813 -2.7198
C: -4.1985 4.1087 -3.1066
C: -4.8309 4.4121 -4.3086
H: -5.5491 1.2715 -5.3660
H: -4.3929 0.7189 -3.2265
H: -3.5459 2.5445 -1.7866
H: -3.8282 4.9072 -2.4722
H: -4.9541 5.4400 -4.6300
F: 4.8248 -5.4330 -6.0696
C: 3.4908 -5.5938 -6.0541
C: 2.9308 -6.5622 -5.2355
C: 1.5491 -6.7249 -5.2156
C: 0.7439 -5.9250 -6.0226
C: 1.3172 -4.9593 -6.8445
C: 2.6975 -4.7884 -6.8567
H: 3.5737 -7.1811 -4.6204
H: 1.1003 -7.4743 -4.5727
H: -0.3332 -6.0556 -6.0094
H: 0.6890 -4.3397 -7.4755
H: 3.1597 -4.0351 -7.4839
F: -2.4868 -1.2678 4.7686
C: -1.8738 -1.5715 5.9187
C: -1.7246 -2.9017 6.2796
C: -1.0828 -3.2177 7.4726
C: -0.6070 -2.1999 8.2964
C: -0.7669 -0.8676 7.9261
C: -1.3988 -0.5508 6.7280
H: -2.1085 -3.6793 5.6298
H: -0.9539 -4.2555 7.7609
H: -0.1102 -2.4476 9.2292
H: -0.3994 -0.0759 8.5706
H: -1.5242 0.4805 6.4195
F: 1.4470 5.3916 2.7860
C: 2.0620 5.0927 3.9412
C: 2.2071 3.7644 4.3104
C: 2.8486 3.4540 5.5049
C: 3.3280 4.4757 6.3215
C: 3.1720 5.8060 5.9426
C: 2.5404 6.1168 4.7430
H: 1.8203 2.9834 3.6659
H: 2.9744 2.4178 5.7997
H: 3.8245 4.2326 7.2555
H: 3.5423 6.6006 6.5816
H: 2.4180 7.1465 4.4279

Its strongest force on any atom is 5.9 eV Å⁻¹. Its charge is -1. For the HOMO-LUMO gap, the calculation gives 6.151 eV. The total energy is -2282.9385 Eh. The HOMO energy is -4.06 eV.



Entry 4:
Here is an isolated molecule of CH5N7 from the Open Molecules 2025 dataset. Energies are from the ωB97M-V functional and the def2-TZVPD basis.

Cartesian coordinates (Å):
C: -0.1929 0.4581 -0.1264
H: -2.4461 0.5953 0.3817
H: -2.9222 -0.6285 -0.6036
H: 3.0573 -0.5014 -0.2317
H: 2.4672 0.2134 1.0941
H: 0.0683 2.3464 -0.3552
N: -2.3502 -0.4284 0.2123
N: -1.0257 -0.6295 -0.0919
N: -0.3702 -1.7354 -0.0552
N: 0.9132 -1.4756 -0.0666
N: 1.0578 -0.1347 -0.1523
N: 2.3944 0.2042 0.0613
N: -0.6508 1.7161 -0.0666

As for the structure (SMILES): N=c1n(N)nnn1N. Its strongest force on any atom is 4.1 eV Å⁻¹. As for the energy above the lowest of the compared OMol25 structures with the same formula, charge and spin: 0.00 kcal per mole. For the HOMO-LUMO gap, the calculation gives 9.229 eV. The total energy is -424.2600 Eh. The HOMO energy is -8.37 eV.